{
  "formula": "C23H20N2O3",
  "method": "ωB97M-V with the def2-TZVPD basis set",
  "species": ["C", "C", "N", "C", "C", "C", "C", "N", "O", "O", "C", "C", "H", "H", "H", "H", "H", "C", "O", "C", "C", "C", "C", "C", "C", "C", "C", "C", "C", "C", "C", "C", "C", "H", "H", "H", "H", "H", "H", "H", "H", "H", "H", "H", "H", "H", "H", "H"],
  "xyz": [[0.0022, 0.8233, -1.9089], [-0.9383, 1.8286, -2.0596], [-1.8160, 2.6069, -2.1852], [1.3812, 1.0707, -2.0246], [2.3395, -0.0021, -2.0252], [3.6900, 0.2472, -2.0768], [4.1507, 1.5833, -2.1387], [5.5431, 1.8631, -2.1145], [5.9111, 3.0634, -2.1354], [6.3600, 0.9139, -2.0658], [3.2406, 2.6589, -2.1583], [1.8840, 2.4125, -2.1248], [-0.3564, -0.2015, -1.8211], [1.9712, -1.0311, -1.9928], [4.4277, -0.5536, -2.0758], [3.6400, 3.6690, -2.2081], [1.1896, 3.2506, -2.1777], [-6.8345, -1.2522, 0.0623], [-6.2154, 0.0444, 0.1962], [-4.8703, 0.1321, 0.3381], [-4.3440, 1.4344, 0.5421], [-3.0044, 1.6071, 0.7516], [-2.0952, 0.5022, 0.7494], [-0.7213, 0.7249, 1.0173], [0.2395, -0.2120, 1.4671], [1.6080, 0.1957, 1.5013], [2.6149, -0.6987, 1.7988], [2.3196, -2.0392, 2.0849], [3.4280, -3.0070, 2.3637], [0.9778, -2.4428, 2.1259], [-0.0493, -1.5407, 1.9000], [-2.6281, -0.7772, 0.4197], [-3.9887, -0.9750, 0.2720], [-7.8934, -1.0175, -0.0594], [-6.4602, -1.7918, -0.8212], [-6.6841, -1.8638, 0.9659], [-5.0408, 2.2699, 0.5342], [-2.6019, 2.6064, 0.9210], [-0.3732, 1.7553, 0.9362], [1.8395, 1.2360, 1.2729], [3.6552, -0.3695, 1.8168], [3.0615, -4.0374, 2.3142], [4.2386, -2.8858, 1.6343], [3.8662, -2.8553, 3.3600], [0.7556, -3.4871, 2.3546], [-1.0795, -1.8495, 2.0698], [-1.9579, -1.6271, 0.2862], [-4.3826, -1.9821, 0.1176]],
  "forces_ev_per_angstrom": [[0.215, -0.800, 0.733], [-2.479, 1.582, -0.353], [1.691, -1.296, 0.403], [0.960, 0.283, -0.048], [-0.579, 0.363, 0.139], [0.465, 0.631, -0.070], [-1.122, -0.396, 0.238], [2.413, 0.626, -0.009], [-0.620, -1.993, 0.029], [-1.408, 1.380, -0.074], [0.091, -0.341, -0.085], [0.255, -0.427, 0.034], [0.014, 0.250, -0.168], [0.128, 0.327, 0.020], [-0.234, 0.185, 0.007], [-0.156, -0.231, -0.001], [0.090, -0.254, 0.072], [0.210, 0.328, 0.020], [0.545, -0.369, 0.061], [0.250, 0.053, 0.060], [-0.709, -0.623, -0.081], [0.739, -0.155, -0.142], [-0.648, -0.153, -0.318], [-0.117, 0.327, -0.738], [0.944, -0.707, 0.524], [-0.523, -0.022, -0.199], [0.010, -0.099, 0.169], [-0.091, 0.295, -0.137], [0.174, -0.257, -0.029], [0.019, 0.134, 0.126], [0.122, 0.245, -0.321], [-0.060, 0.195, 0.388], [-0.379, 0.225, 0.008], [0.185, -0.207, 0.006], [-0.106, 0.234, 0.240], [0.001, 0.245, -0.254], [0.199, -0.154, 0.023], [-0.138, -0.258, -0.041], [-0.138, -0.123, 0.114], [0.017, -0.252, -0.078], [-0.287, -0.046, -0.068], [0.126, 0.152, 0.013], [-0.162, -0.052, 0.150], [-0.156, 0.040, -0.194], [-0.031, 0.338, 0.090], [0.323, 0.062, -0.130], [-0.248, 0.323, -0.010], [0.203, 0.390, -0.118]],
  "e_lumo_ev": -2.40,
  "homo_lumo_gap_ev": 4.20,
  "e_above_lowest_kj_mol": 624.4,
  "energy_ev": -33292.7032,
  "total_charge": 0
}